Molecular formula: C6H10O5Rb
Method: DFT, ωB97M-V with the def2-TZVPD basis set

Values from the calculation:
energy above the lowest of the compared OMol25 structures with the same formula, charge and spin = 46.37 kcal/mol
HOMO = -0.045 Ha
spin multiplicity = 1
E_LUMO = 1.431 eV
total charge = -1

CARTESIAN COORDINATES (ANGSTROEM)
Rb  -2.277  1.545  0.098
O  -1.884  -0.074  4.385
C  -0.880  0.645  3.807
C  -1.148  2.143  3.524
O  -2.170  2.659  2.745
H  -0.624  0.170  2.815
H  0.051  0.608  4.408
H  -0.199  2.589  3.119
H  -1.227  2.633  4.521
C  1.849  -0.965  -3.471
C  1.250  -1.323  -2.139
C  0.626  -0.195  -1.266
O  -0.758  -0.546  -1.279
C  -0.936  -1.767  -1.818
O  -2.027  -2.266  -1.869
O  0.173  -2.270  -2.322
H  2.477  -0.089  -3.268
H  1.187  -0.649  -4.284
H  2.464  -1.723  -3.956
H  2.112  -1.778  -1.646
H  0.755  0.767  -1.768
H  1.187  -0.114  -0.336

---

Molecular formula: C6H10O6S
Method: DFT, ωB97M-V with the def2-TZVPD basis set

Values from the calculation:
structure (SMILES) = O=C(O)CCC[C@@H]1COS(=O)(=O)O1
HOMO = -0.406 Ha
spin multiplicity = 1
E_LUMO = 0.318 eV

CARTESIAN COORDINATES (ANGSTROEM)
O  2.609  -1.736  -1.238
C  2.316  -1.372  -0.136
O  1.982  -2.253  0.861
C  2.343  0.071  0.311
C  1.530  1.009  -0.596
C  0.079  1.214  -0.166
C  -0.742  -0.070  -0.054
C  -1.920  -0.186  -1.025
O  -2.993  0.506  -0.384
S  -2.912  0.281  1.191
O  -3.707  -0.831  1.569
O  -3.074  1.538  1.824
O  -1.382  -0.154  1.235
H  1.285  -2.850  0.566
H  3.388  0.385  0.274
H  2.008  0.136  1.346
H  2.013  1.987  -0.562
H  1.600  0.684  -1.637
H  -0.413  1.891  -0.868
H  0.063  1.708  0.807
H  -0.138  -0.967  -0.178
H  -2.210  -1.233  -1.139
H  -1.725  0.243  -2.003

---

Molecular formula: C6H10OS
Method: DFT, ωB97M-V with the def2-TZVPD basis set

Values from the calculation:
energy above the lowest of the compared OMol25 structures with the same formula, charge and spin = 34.31 kcal/mol
structure (SMILES) = OCC[C@H]1CCC1=S
HOMO = -0.303 Ha
spin multiplicity = 1
E_LUMO = 0.282 eV

CARTESIAN COORDINATES (ANGSTROEM)
O  -1.366  0.526  -1.213
C  -0.574  1.615  -0.781
C  0.842  1.113  -0.560
C  0.930  -0.131  0.307
C  -0.108  -0.445  1.423
C  -0.282  -1.869  0.843
C  0.582  -1.465  -0.332
S  0.973  -2.156  -1.734
H  -2.258  0.834  -1.374
H  -0.979  2.015  0.153
H  -0.566  2.423  -1.533
H  1.445  1.942  -0.118
H  1.303  0.873  -1.543
H  1.953  -0.194  0.709
H  0.253  -0.395  2.453
H  -1.011  0.152  1.330
H  0.164  -2.668  1.414
H  -1.301  -2.169  0.557

---

Molecular formula: C6H10OS
Method: DFT, ωB97M-V with the def2-TZVPD basis set

Values from the calculation:
energy above the lowest of the compared OMol25 structures with the same formula, charge and spin = 72.74 kcal/mol
HOMO (alpha / beta) = -0.292 / -0.270 Ha
spin multiplicity = 1
E_LUMO (alpha / beta) = -0.796 / -0.852 eV

CARTESIAN COORDINATES (ANGSTROEM)
C  1.009  -0.002  -1.182
C  -0.329  0.091  -1.239
C  1.623  0.426  0.103
C  -0.939  0.620  -0.071
C  2.298  -0.735  0.825
C  -2.357  1.033  0.046
O  -1.490  -1.647  0.857
S  0.218  1.076  1.097
H  1.638  -0.402  -1.957
H  -0.921  -0.213  -2.087
H  2.324  1.255  -0.031
H  2.688  -0.410  1.786
H  3.121  -1.115  0.221
H  1.572  -1.528  0.980
H  -2.976  0.435  -0.618
H  -2.463  2.088  -0.221
H  -2.702  0.904  1.069
H  -2.311  -1.877  0.422

---

Molecular formula: C6H10OS
Method: DFT, ωB97M-V with the def2-TZVPD basis set

Values from the calculation:
energy above the lowest of the compared OMol25 structures with the same formula, charge and spin = 107.52 kcal/mol
structure (SMILES) = C/C=C/[C@@H](C)OC=S
HOMO = -0.330 Ha
spin multiplicity = 1
E_LUMO = 0.465 eV

CARTESIAN COORDINATES (ANGSTROEM)
C  -2.584  -1.732  0.218
C  -1.351  -0.859  -0.122
C  -1.018  0.397  -0.405
C  0.523  0.656  -0.556
C  0.845  1.789  0.552
O  1.307  -0.429  -0.097
C  2.587  -0.231  -0.285
S  3.699  -1.259  0.078
H  -2.609  -2.658  -0.467
H  -2.123  -1.968  1.432
H  -3.548  -1.216  0.125
H  -0.235  -1.451  -0.104
H  -1.602  1.353  -0.586
H  0.587  0.879  -1.551
H  0.476  1.400  1.550
H  0.452  2.840  0.551
H  2.028  1.764  0.706
H  2.568  0.722  -1.038

---

Molecular formula: C6H10PS
Method: DFT, ωB97M-V with the def2-TZVPD basis set

Values from the calculation:
energy above the lowest of the compared OMol25 structures with the same formula, charge and spin = 66.83 kcal/mol
HOMO (alpha / beta) = -0.473 / -0.475 Ha
spin multiplicity = 1
E_LUMO (alpha / beta) = -7.734 / -7.701 eV
total charge = +1

CARTESIAN COORDINATES (ANGSTROEM)
C  -2.337  0.471  0.281
C  -2.018  0.171  -1.129
C  -1.527  -0.132  1.188
C  -0.939  -0.585  -1.290
C  -0.050  -2.694  0.616
C  3.129  2.441  -0.193
P  -0.116  -0.806  0.315
S  2.975  0.727  0.150
H  -3.331  0.999  0.595
H  -2.860  0.516  -1.714
H  -1.690  -0.129  2.293
H  -0.603  -1.042  -2.167
H  0.865  -2.921  -0.015
H  -0.972  -2.938  0.253
H  0.028  -2.722  1.716
H  3.114  2.740  -1.266
H  4.011  2.854  0.234
H  2.319  3.049  0.133